Record 1
Density functional theory data (ωB97M-V/def2-TZVPD) for 8 unconnected molecules or ions with the total composition C28H65FN3O10S7.

Calculated values
* charge: +1

Element x y z (Å)
S 2.12519 -3.56255 -3.29700
S 1.16935 -2.89058 1.17231
S -2.80933 -6.17010 2.92800
S 3.81743 -8.12610 -5.58964
S 3.46434 -0.78037 -5.32918
S -1.24445 5.54515 7.47780
S -5.86421 -2.96716 -0.08963
F -0.02266 8.68642 4.15617
O 1.29230 -4.00239 -2.13168
O 4.47030 -1.60913 -4.61575
O 1.45673 4.45421 3.29280
O -2.41048 4.62801 7.46048
O -2.29606 -5.15411 1.96067
O 2.97086 2.83685 -0.10860
O 3.17229 -6.88059 -5.08387
O 1.50122 -1.45665 1.47098
O -6.67462 -3.45767 1.05950
O 0.71845 3.00617 -1.76941
N 1.19340 3.64841 1.16754
N -1.25566 3.10353 -0.58294
N -0.37342 5.37626 0.96436
C -0.64275 5.61851 5.78408
C -4.31077 -3.84913 -0.01131
C 0.04894 6.81336 1.01193
C -6.49549 -3.78306 -1.55984
C 4.42216 -7.75521 -7.23753
C 1.92954 4.41797 2.19055
C 4.25819 -0.19091 -6.82885
C 0.61720 4.51975 0.16108
C -0.62730 7.57879 2.15216
C -4.90693 1.91932 1.38806
C 2.12057 2.58263 0.69386
C -2.98819 -5.33087 4.50363
C 1.88404 1.28206 1.36232
C 2.49041 -9.21849 -6.10346
C -2.53462 3.09023 1.55740
C 3.68450 -4.42059 -3.16786
C -0.20336 -2.85768 0.03160
C 1.49780 -4.43371 -4.73387
C 0.22444 -3.50073 2.56250
C 0.31361 8.57958 2.82007
C 0.14824 4.61696 8.12960
C -2.22492 3.84893 0.23323
C -3.81832 2.40576 1.48135
C 3.41572 0.81060 -4.49616
C -0.09731 3.85021 -1.02808
C -4.56670 -6.36009 2.61253
C 3.19874 5.11940 1.80901
C -1.79103 5.28397 0.48495
H 1.05620 5.21338 8.04001
H 4.01256 4.61744 2.33625
H -1.40762 6.12670 5.20023
H -1.99080 -5.08134 4.86013
H 5.23569 -7.04046 -7.13452
H 2.78419 1.49646 -5.06105
H 0.28556 6.18756 5.74453
H -0.48891 4.60562 5.41016
H -6.53588 -4.85804 -1.38531
H 0.86401 0.93451 1.22842
H 3.42864 5.05340 0.75029
H 2.91371 -10.09345 -6.59627
H -1.73711 2.36705 1.73002
H 2.15016 -4.24344 -5.58524
H -5.89082 1.51757 1.33161
H 4.79289 -8.66958 -7.70026
H 1.44394 -5.50130 -4.53535
H -0.94755 6.89520 2.94271
H -2.43356 5.71130 1.25211
H 2.60746 0.56194 0.99777
H 2.07512 1.42055 2.43041
H -3.78281 -3.51993 0.87971
H 4.19322 -4.02099 -2.29295
H -3.70839 -3.63021 -0.89377
H -0.99509 -2.22881 0.44462
H 1.33324 5.23765 -0.25006
H -5.84841 -3.55321 -2.40632
H 3.49675 -5.48739 -3.05688
H -1.91176 5.90590 -0.40032
H 1.35014 8.23830 2.77540
H 0.24453 3.67799 7.58497
H 1.12839 6.85007 1.13473
H -0.35140 4.65666 -1.73091
H 4.27259 -4.21893 -4.06063
H -4.50370 -4.91784 0.05892
H 4.42266 -1.05270 -7.47188
H 2.99272 0.64656 -3.50703
H -4.99654 -7.00251 3.38054
H -3.57457 -4.42271 4.36446
H 0.24268 9.57165 2.37663
H -0.56150 -3.87357 -0.12650
H -0.15381 -4.49140 2.32072
H -3.16635 3.92521 -0.30983
H 3.18047 6.15137 2.15253
H 3.61634 -7.32122 -7.82911
H 4.42851 1.20246 -4.40514
H -3.47496 -5.99931 5.21313
H 0.88367 -3.54626 3.42854
H 1.81992 -8.68227 -6.77464
H 5.21213 0.27094 -6.57576
H -0.21764 7.25999 0.05699
H -0.60514 -2.82217 2.76044
H 1.95418 -9.52518 -5.20814
H 3.60359 0.52217 -7.33009
H -5.05605 -5.38510 2.60766
H -1.72963 2.79819 -1.42594
H -4.67705 -6.83410 1.63933
H -2.55355 3.78694 2.40054
H 0.62264 2.11311 -1.40891
H 0.16507 -2.46024 -0.90773
H 0.50388 -4.03090 -4.92551
H -1.51443 8.09302 1.78735
H -7.49649 -3.40025 -1.74657
H -0.39535 5.01484 1.92590
H -0.05797 4.41795 9.17890

***

Record 2
Density functional theory data (ωB97M-V/def2-TZVPD) for 9 unconnected molecules or ions with the total composition C25H57N8O11 in a non-equilibrium geometry.

Calculated values
* charge: -1
* energy above the lowest of the compared OMol25 structures with the same formula, charge and spin: 57.5 kJ/mol

Element x y z (Å)
O -0.75671 -0.68717 -1.41588
O -4.67168 -4.80814 -1.76294
O 0.52397 -0.53981 0.30912
O 5.22683 2.40677 2.72709
O -0.42376 4.92751 0.09489
O 0.00240 -1.27389 5.79305
O 5.29444 -0.92373 -0.77951
O -3.52746 2.76877 3.54049
O 3.02574 -2.50668 -3.98144
O -1.70634 -0.78270 0.49524
O -3.49486 1.68914 -4.91860
N 4.45545 -2.49814 0.60463
N 1.13797 -2.60977 -2.74017
N -1.69986 -1.35385 4.34445
N 0.47730 3.69829 -1.49651
N -2.00511 0.40989 -3.85477
N 3.29093 2.65776 1.61957
N -3.80566 -3.31684 -0.29545
N -3.20330 1.01210 2.19593
C 2.10633 -1.93414 -3.39320
C -0.66394 2.76395 -1.63961
C -4.48667 -3.82574 0.85611
C 0.45773 -0.82736 3.49365
C 4.37614 3.09961 2.20551
C 2.07781 -0.37440 -3.33737
C 0.47351 4.75383 -0.71206
C 4.63011 4.59098 2.28365
C -0.69181 -0.66129 -0.18128
C -3.99486 0.85932 -2.72473
C 5.31083 -1.54701 0.27017
C -3.26818 -3.18830 -2.76179
C -1.03038 0.36140 -4.94450
C -3.96916 -3.82739 -1.52091
C -4.56665 0.55717 2.21354
C -2.79021 2.11203 2.84590
C -2.80358 -1.69054 5.23570
C -0.44043 -1.17955 4.67719
C 6.38463 -1.21049 1.23928
C 1.66845 5.73067 -0.75314
C -1.36358 2.54165 2.52372
C 2.94468 1.24372 1.54172
C 0.84025 -4.05854 -2.96010
C -3.15729 1.03676 -3.95343
C 3.38352 -2.96099 -0.18684
H 2.93919 0.91827 0.50145
H 2.92589 -0.03759 -2.74119
H 3.18183 -2.28243 -1.01567
H 6.18453 -1.74689 2.16682
H -0.30984 -0.43689 -4.76661
H -4.32757 1.80556 -2.29808
H -3.49345 0.21426 -2.00321
H 0.44650 -2.05509 -2.25612
H -0.50452 1.30497 -5.09030
H -4.98233 0.56164 3.22114
H 1.33772 -4.44183 -3.85100
H 2.63943 3.39129 1.37959
H -0.23048 -4.26172 -2.94104
H 0.19696 0.15692 3.10469
H -4.06272 -4.81904 1.00342
H 2.23140 -0.02268 -4.35757
H 4.75120 -3.08647 1.37047
H -0.73658 1.82167 1.99777
H -0.93763 2.61682 3.52423
H -5.21087 0.96070 1.43236
H 1.53221 -0.80506 3.67559
H 2.35864 5.55842 -1.57901
H 3.55735 0.56920 2.13983
H 4.27104 4.86750 3.27496
H -3.32209 -2.43793 -0.17810
H -4.18448 -3.40389 1.81467
H -1.33173 3.52945 2.06400
H 0.31704 -1.52263 2.66607
H 6.34075 -0.13159 1.38812
H 0.88479 -0.42058 -0.57246
H -3.95021 -2.99930 -3.59077
H -5.57643 -3.80345 0.85935
H -2.86134 -2.19044 -2.59796
H 2.46694 -2.93610 0.40254
H -4.91225 0.36528 -3.04472
H 1.18300 0.13336 -2.97739
H 1.22942 3.59351 -2.16242
H 1.23999 -4.58739 -2.09486
H -1.16038 3.02442 -2.57439
H 7.35872 -1.56169 0.89885
H -3.18824 -2.70159 5.10181
H 4.06388 5.10060 1.50405
H 3.55404 -4.00326 -0.45649
H -1.45125 0.08319 -5.91071
H -2.68033 0.48852 1.50856
H -2.45404 -3.77159 -3.19196
H -1.75647 -0.11116 -3.02605
H 1.92745 1.23659 1.93324
H -1.92153 -1.09553 3.39354
H 1.30005 6.75095 -0.85998
H -2.67324 -1.58629 6.31285
H -1.38807 2.65070 -0.83282
H -4.41408 -0.47898 1.91152
H 5.69571 4.80033 2.18986
H -3.54454 -0.90270 5.10017
H -0.26291 1.78271 -1.89344
H 2.14639 5.72009 0.22643

***

Record 3
Density functional theory data (ωB97M-V/def2-TZVPD) for 2 unconnected molecules or ions with the total composition CH2FNO in a non-equilibrium geometry.

Calculated values
* energy above the lowest of the compared OMol25 structures with the same formula, charge and spin: 72.3 kJ/mol
* SMILES string: N=C=O.F

Element x y z (Å)
F 3.36859 0.00039 0.17631
O 0.15768 -0.47382 0.04173
N -2.09534 0.23810 0.14851
C -0.95933 -0.12555 0.15294
H -3.13920 0.15815 -0.05823
H 2.66759 0.20274 -0.46126

***

| no. | Kohn-Sham gap (eV) | HOMO energy (Ha) |
| --- | --- | --- |
| 1 | 7.072 | -0.353 |
| 2 | 9.364 | -0.264 |
| 3 | 11.891 | -0.417 |